No. 1
Computed, not measured: a single C4H3IO molecule, with the ωB97M-V functional and the def2-TZVPD basis.

```
9
Properties=species:S:1:pos:R:3:nbo_charge:R:1
C 0.72 -0.47 -0.08 -0.302
C 0.65 0.93 -0.03 -0.333
C -0.37 -1.38 -0.17 0.327
C -0.39 1.90 -0.07 -0.072
O -1.55 -1.02 -0.09 -0.541
I -1.97 2.06 1.24 0.303
H 1.58 -0.99 -0.47 0.215
H 1.65 1.45 -0.08 0.258
H -0.32 -2.46 -0.24 0.145
```

Results
Kohn-Sham gap (spin up / spin down) in eV: 6.84 / 7.07
E in hartree: -526.97495
Energy above the lowest of the compared OMol25 structures with the same formula, charge and spin in eV: 2.229
2S+1: 1
Strongest force on any atom in eV/A: 3.40

No. 2
Computed, not measured: a molecular structure, C4H3IrO6, with the ωB97M-V functional and the def2-TZVPD basis.

```
14
Properties=species:S:1:pos:R:3:nbo_charge:R:1
O 1.59 0.07 0.18 -0.416
C 0.39 0.29 -0.30 0.889
O -1.74 1.16 0.41 -0.399
C -2.54 0.16 0.12 0.954
C -0.42 0.85 0.82 -0.284
O -2.19 -1.05 0.27 -0.658
O -3.69 0.42 -0.34 -0.575
H -0.42 0.17 1.69 0.314
H 0.03 1.80 1.14 0.336
Ir -3.82 -1.50 -0.44 1.390
O 3.64 -0.65 -0.12 -0.597
C 2.59 -0.24 -0.79 0.961
O 2.32 -0.39 -1.94 -0.469
H 4.27 -1.08 -0.72 0.555
```

Results
Charge: +2
⟨S²⟩: 6.01
Kohn-Sham gap (spin up / spin down) in eV: 6.85 / 6.85
E in hartree: -708.97845
2S+1: 5
Strongest force on any atom in eV/A: 10.61

No. 3
Computed, not measured: a molecular structure, C4H3MgO5, with the ωB97M-V functional and the def2-TZVPD basis.

```
13
Properties=species:S:1:pos:R:3:nbo_charge:R:1
C 0.78 1.11 -0.38 -0.919
C 1.69 0.27 0.10 0.100
O 1.41 -0.54 1.22 -0.530
C 1.14 -1.83 1.03 0.976
O 1.06 -2.40 -0.03 -0.624
O 0.93 -2.38 2.22 -0.672
H 1.25 1.77 -1.12 0.213
H 2.71 0.12 -0.26 0.188
H 0.69 -3.31 2.10 0.505
O -4.30 2.01 -2.45 -0.573
O -2.90 1.82 -0.69 -0.996
C -3.27 1.72 -1.90 0.654
Mg -1.18 1.63 0.15 1.678
```

Results
⟨S²⟩: 0.75
Kohn-Sham gap (spin up / spin down) in eV: 6.05 / 8.84
E in hartree: -730.48101
2S+1: 2
Strongest force on any atom in eV/A: 2.27

No. 4
Computed, not measured: a single C4H3N molecule, with the ωB97M-V functional and the def2-TZVPD basis.

```
8
Properties=species:S:1:pos:R:3:nbo_charge:R:1
C -0.33 -2.12 0.61 -0.277
C 0.04 -0.98 0.67 0.129
N 0.48 0.20 1.18 -0.501
C 0.70 1.23 0.55 0.326
C 0.51 1.34 -0.75 -0.376
H -0.67 -3.12 0.44 0.238
H -0.44 1.76 -1.00 0.230
H 1.40 1.17 -1.32 0.230
```

Results
Kohn-Sham gap in eV: 8.16
E in hartree: -208.75680
Energy above the lowest of the compared OMol25 structures with the same formula, charge and spin in eV: 3.946
2S+1: 1
Strongest force on any atom in eV/A: 4.35
SMILES: C#CN=C=C

No. 5
Computed, not measured: a single C4H3N molecule, with the ωB97M-V functional and the def2-TZVPD basis.

```
8
Properties=species:S:1:pos:R:3:nbo_charge:R:1
C -0.24 1.29 -1.03 -0.473
C -0.06 0.08 -0.60 0.180
C 0.44 -0.85 0.18 -0.420
C -0.29 -1.28 1.34 0.262
N -0.90 -1.62 2.26 -0.304
H -0.79 1.75 -1.84 0.247
H 0.37 1.85 -0.33 0.248
H 1.45 -1.21 0.02 0.260
```

Results
Kohn-Sham gap in eV: 10.41
E in hartree: -208.88119
Energy above the lowest of the compared OMol25 structures with the same formula, charge and spin in eV: 0.561
2S+1: 1
Strongest force on any atom in eV/A: 1.16
SMILES: C=C=CC#N

No. 6
Computed, not measured: a single C4H3N molecule, with the ωB97M-V functional and the def2-TZVPD basis.

```
8
Properties=species:S:1:pos:R:3:nbo_charge:R:1
C 1.02 -0.13 -1.11 -0.713
C 0.16 0.10 0.07 0.171
C -0.71 0.20 0.92 -0.185
C -1.66 0.23 1.87 0.218
N -2.52 0.29 2.65 -0.258
H 1.22 0.80 -1.70 0.255
H 2.04 -0.54 -0.97 0.255
H 0.45 -0.94 -1.72 0.257
```

Results
Kohn-Sham gap in eV: 10.96
E in hartree: -208.89116
Energy above the lowest of the compared OMol25 structures with the same formula, charge and spin in eV: 0.290
2S+1: 1
Strongest force on any atom in eV/A: 3.43
SMILES: CC#CC#N